A cluster of 13 separate species, C36H95F13IN2O15P2S13 in total in a non-equilibrium geometry. Source: the Open Molecules 2025 dataset; level of theory: wB97M-V/def2-TZVPD.

Each line ends with the Mulliken charge.
Positions of all 177 atoms, in Å:
C: -5.793 -5.086 -1.698  -1.62
C: -4.744 -4.975 -0.573  0.78
O: -3.871 -6.107 -0.659  -0.53
C: -3.950 -3.659 -0.667  -0.27
O: -3.776 -2.995 0.549  -0.46
P: -2.317 -3.140 1.611  0.70
N: -1.555 -4.458 0.699  -0.77
C: -3.273 -4.411 2.705  -1.70
C: -4.186 -3.721 3.727  -0.53
C: -5.573 -3.609 3.135  -0.60
I: -6.831 -2.216 4.212  -0.01
C: -0.941 -3.150 2.994  -1.70
C: 0.103 -2.031 3.156  -1.11
C: 1.442 -2.355 2.513  1.45
F: 1.383 -3.110 1.405  -0.23
F: 2.192 -3.098 3.430  -0.38
C: 2.305 -1.099 2.253  0.30
F: 2.297 -0.324 3.369  -0.38
F: 1.738 -0.381 1.275  -0.25
C: 3.791 -1.367 1.805  0.60
F: 4.028 -0.743 0.640  -0.09
F: 3.979 -2.672 1.572  -0.33
C: 4.922 -0.969 2.828  0.34
F: 4.611 -1.289 4.062  -0.23
F: 6.000 -1.676 2.504  -0.29
S: 5.461 0.854 2.749  1.42
F: 4.954 1.204 4.203  -0.31
F: 6.881 0.488 3.376  -0.34
F: 6.045 0.554 1.293  -0.34
F: 4.066 1.291 2.154  -0.27
F: 5.958 2.343 2.530  -0.32
P: -1.207 -1.596 0.336  1.08
N: -1.804 -0.146 1.055  -0.37
O: -1.802 -1.587 -1.238  -0.20
H: -6.284 -4.137 -1.905  0.45
H: -5.303 -5.481 -2.594  0.38
H: -6.561 -5.815 -1.411  0.42
H: -5.312 -4.991 0.368  -0.17
H: -4.348 -6.844 -1.057  0.31
H: -4.580 -3.004 -1.293  0.38
H: -3.059 -3.801 -1.287  0.05
H: -2.921 -2.028 2.332  0.00
H: -1.182 -4.224 -0.211  0.06
H: -2.068 -5.327 0.693  0.29
H: -2.588 -5.080 3.239  0.52
H: -3.897 -5.068 2.088  0.56
H: -4.264 -4.367 4.612  0.42
H: -3.795 -2.765 4.085  0.28
H: -5.557 -3.303 2.090  0.03
H: -6.116 -4.550 3.218  0.42
H: -1.458 -3.216 3.959  0.44
H: -0.396 -4.095 2.903  0.28
H: 0.380 -2.005 4.216  0.02
H: -0.238 -1.015 2.942  0.60
H: -1.469 0.657 0.530  0.27
H: -2.825 -0.123 0.997  0.02
H: -2.684 -1.185 -1.285  -0.03
C: 1.791 -4.295 -2.784  -0.89
S: 0.223 -3.628 -3.361  0.91
O: -0.842 -4.378 -2.657  -0.69
C: 0.323 -4.320 -5.021  -1.24
H: 1.898 -4.009 -1.739  0.03
H: 1.781 -5.381 -2.874  0.44
H: 2.605 -3.866 -3.371  0.38
H: 0.413 -5.405 -4.961  0.36
H: 1.180 -3.893 -5.543  0.37
H: -0.594 -4.054 -5.543  0.35
C: 7.509 -0.281 -2.711  -0.80
S: 5.741 -0.027 -2.907  0.42
O: 5.512 0.242 -4.357  -0.61
C: 5.675 1.555 -2.071  0.77
H: 7.767 -1.215 -3.207  0.45
H: 8.050 0.548 -3.169  -0.06
H: 7.746 -0.354 -1.649  0.34
H: 6.338 2.257 -2.576  -1.38
H: 5.969 1.423 -1.031  0.27
H: 4.647 1.911 -2.119  0.25
C: 7.462 3.695 -1.375  0.25
S: 6.693 5.110 -0.587  0.52
O: 7.105 6.330 -1.333  -0.67
C: 7.633 5.019 0.938  -0.68
H: 7.000 3.546 -2.347  -0.43
H: 8.526 3.867 -1.506  0.40
H: 7.285 2.823 -0.746  0.22
H: 8.706 5.109 0.766  0.32
H: 7.384 4.048 1.365  0.07
H: 7.292 5.818 1.592  0.35
C: 0.099 0.064 6.232  -0.81
S: -1.687 0.244 6.077  0.48
O: -2.012 0.447 4.652  -0.51
C: -1.718 1.861 6.878  -1.08
H: 0.388 -0.877 5.775  0.25
H: 0.595 0.889 5.721  0.24
H: 0.364 0.051 7.290  0.49
H: -1.095 2.556 6.315  0.29
H: -1.358 1.766 7.903  0.40
H: -2.749 2.210 6.882  0.34
C: -8.042 3.368 3.291  -0.84
S: -7.227 1.865 3.847  0.44
O: -7.075 0.979 2.663  -0.51
C: -8.624 1.247 4.790  -0.86
H: -7.358 3.910 2.641  0.34
H: -8.948 3.109 2.743  0.36
H: -8.283 3.991 4.152  0.17
H: -9.493 1.130 4.144  0.26
H: -8.842 1.941 5.604  0.44
H: -8.351 0.279 5.202  0.15
C: 4.267 2.247 -5.694  -0.32
S: 5.567 2.984 -6.698  0.15
O: 6.435 1.876 -7.187  -0.53
C: 6.409 3.733 -5.299  -0.46
H: 3.600 1.664 -6.325  0.43
H: 4.728 1.600 -4.946  -0.33
H: 3.700 3.040 -5.205  0.47
H: 6.681 2.951 -4.589  -0.38
H: 5.745 4.460 -4.830  0.40
H: 7.308 4.238 -5.645  0.44
C: -13.177 -2.248 3.858  -0.96
S: -11.617 -2.141 4.747  0.43
O: -11.257 -0.698 4.792  -0.56
C: -10.617 -2.909 3.474  -0.51
H: -13.944 -1.781 4.473  0.32
H: -13.090 -1.720 2.909  0.29
H: -13.427 -3.296 3.692  0.36
H: -10.706 -2.343 2.546  0.31
H: -10.954 -3.936 3.331  0.39
H: -9.576 -2.910 3.803  -0.16
C: -0.408 1.097 -2.396  -0.70
S: 1.314 1.361 -2.826  0.74
O: 1.346 2.263 -4.014  -0.75
C: 1.606 -0.305 -3.419  -0.65
H: -0.808 2.041 -2.032  0.43
H: -0.956 0.778 -3.282  0.32
H: -0.473 0.345 -1.609  -0.18
H: 0.911 -0.525 -4.231  0.44
H: 1.475 -1.006 -2.593  0.06
H: 2.629 -0.358 -3.776  0.27
C: 11.965 2.945 -3.165  -1.07
S: 10.500 2.416 -4.059  0.44
O: 9.335 2.407 -3.136  -0.39
C: 11.010 0.712 -4.293  -0.93
H: 11.824 3.987 -2.886  0.35
H: 12.090 2.335 -2.269  0.30
H: 12.833 2.854 -3.816  0.42
H: 11.183 0.245 -3.323  0.32
H: 11.916 0.686 -4.899  0.44
H: 10.206 0.198 -4.815  0.21
C: -5.144 2.489 -1.649  -1.10
S: -4.332 1.003 -1.040  0.70
O: -4.200 0.078 -2.202  -0.73
C: -5.700 0.436 -0.041  -0.69
H: -4.461 2.987 -2.334  0.38
H: -6.059 2.213 -2.173  0.32
H: -5.366 3.146 -0.808  0.35
H: -6.582 0.309 -0.671  0.52
H: -5.895 1.151 0.755  0.35
H: -5.419 -0.520 0.402  -0.14
C: 8.375 -2.179 -7.999  -0.91
S: 6.606 -1.922 -8.209  0.47
O: 6.382 -1.643 -9.652  -0.66
C: 6.546 -0.355 -7.342  -0.32
H: 8.640 -3.102 -8.510  0.34
H: 8.917 -1.342 -8.440  0.29
H: 8.604 -2.269 -6.937  0.27
H: 7.216 0.355 -7.828  0.37
H: 6.822 -0.499 -6.299  0.06
H: 5.523 0.012 -7.387  0.16
C: -7.543 8.954 4.102  -0.94
S: -6.715 7.463 4.671  0.46
O: -6.559 6.577 3.492  -0.55
C: -8.104 6.831 5.623  -0.91
H: -6.856 9.482 3.446  0.32
H: -8.445 8.682 3.553  0.30
H: -7.789 9.582 4.959  0.36
H: -8.967 6.707 4.969  0.30
H: -8.332 7.521 6.435  0.40
H: -7.809 5.868 6.035  0.25

E_HOMO ... -0.122 Eh
Net charge ... -1
Lowest unoccupied orbital energy ... 1.29 eV
2S+1 ... 1

A structure of composition C36H96As5F30N6O6 in a non-equilibrium geometry. Source: the Open Molecules 2025 dataset; level of theory: wB97M-V/def2-TZVPD.

Each line ends with the Mulliken charge.
Positions of all 179 atoms, in Å:
C: 0.187 -4.790 -1.406  -1.60
C: 0.300 -6.283 -1.809  0.19
N: -1.017 -7.131 -1.899  0.25
C: -1.930 -6.456 -2.956  -1.19
C: -0.752 -8.604 -2.346  0.47
C: -0.413 -8.740 -3.831  -1.50
C: -1.837 -7.059 -0.494  -1.02
C: -1.148 -7.762 0.646  -0.55
O: 0.036 -7.106 1.083  0.45
C: -0.099 -6.507 2.364  -0.81
H: -0.357 -4.290 -2.207  0.46
H: 1.217 -4.450 -1.520  0.47
H: -0.319 -4.503 -0.485  0.27
H: 0.937 -6.841 -1.123  -0.36
H: 0.734 -6.367 -2.806  0.64
H: -1.476 -6.174 -3.906  0.34
H: -2.453 -5.597 -2.537  0.41
H: -2.598 -7.296 -3.144  0.49
H: -1.472 -9.363 -2.041  0.52
H: 0.079 -8.829 -1.676  -0.28
H: -1.266 -8.895 -4.492  0.41
H: 0.340 -9.501 -4.038  0.28
H: 0.124 -7.877 -4.224  0.32
H: -2.882 -7.319 -0.661  0.47
H: -1.897 -5.991 -0.287  0.48
H: -0.885 -8.809 0.490  0.13
H: -1.842 -7.737 1.486  0.57
H: -0.858 -5.728 2.435  0.44
H: 0.798 -5.955 2.646  -0.01
H: -0.322 -7.253 3.127  0.38
C: -0.766 -14.578 1.944  -1.34
C: -0.458 -16.001 1.663  -0.21
N: 0.920 -16.452 2.282  0.38
C: 2.071 -15.538 1.699  -1.27
C: 0.909 -16.406 3.782  -0.36
C: 2.214 -17.017 4.432  -1.47
C: 1.284 -17.924 1.707  -0.75
C: 0.333 -19.014 2.248  -0.83
O: -1.038 -18.845 1.858  -0.27
C: -1.779 -19.860 2.369  -0.76
H: -1.584 -14.135 1.376  0.58
H: 0.084 -13.927 1.743  0.05
H: -0.951 -14.422 3.007  0.37
H: -0.491 -16.127 0.581  0.44
H: -1.286 -16.602 2.040  0.26
H: 2.015 -14.564 2.186  0.34
H: 1.936 -15.446 0.622  0.41
H: 3.075 -15.932 1.855  0.48
H: 0.039 -16.943 4.161  0.47
H: 0.783 -15.339 3.971  0.45
H: 2.413 -18.078 4.281  0.32
H: 2.104 -16.858 5.505  0.45
H: 3.116 -16.481 4.136  0.35
H: 2.353 -18.103 1.830  0.44
H: 1.250 -17.808 0.624  0.56
H: 0.476 -18.984 3.328  0.38
H: 0.562 -19.997 1.837  0.51
H: -1.586 -20.824 1.898  0.27
H: -2.748 -19.383 2.217  0.27
H: -1.516 -20.001 3.417  0.36
C: 5.130 -2.904 2.008  -1.23
C: 5.943 -4.161 1.694  -0.34
N: 6.043 -5.226 2.838  0.53
C: 6.985 -6.392 2.327  -0.87
C: 6.797 -4.563 4.012  -0.58
C: 6.881 -5.418 5.297  -0.86
C: 4.629 -5.752 3.293  -1.44
C: 3.619 -6.122 2.272  0.21
O: 4.219 -7.030 1.413  0.44
C: 3.808 -7.099 0.072  -0.70
H: 4.176 -3.253 2.404  0.28
H: 4.832 -2.494 1.044  0.41
H: 5.544 -2.074 2.581  0.36
H: 6.960 -3.817 1.504  0.58
H: 5.622 -4.724 0.817  0.36
H: 6.585 -6.696 1.360  0.32
H: 6.805 -7.220 3.013  0.22
H: 8.046 -6.155 2.242  0.36
H: 6.335 -3.619 4.304  0.34
H: 7.738 -4.243 3.565  0.55
H: 5.956 -5.376 5.873  0.36
H: 7.749 -5.088 5.867  0.51
H: 7.268 -6.425 5.141  -0.12
H: 4.290 -4.981 3.986  0.46
H: 4.766 -6.642 3.907  0.29
H: 3.436 -5.211 1.702  0.67
H: 2.689 -6.479 2.713  -0.77
H: 2.786 -7.464 -0.025  -0.28
H: 4.481 -7.735 -0.504  0.18
H: 3.699 -6.075 -0.285  0.46
C: 4.147 -10.070 3.000  -0.63
C: 2.592 -9.890 2.815  1.62
C: 1.994 -10.379 1.473  -0.86
O: 1.887 -11.836 1.264  0.03
C: 1.305 -12.040 0.025  -0.49
N: 1.867 -10.641 3.944  1.27
H: 2.442 -11.439 4.171  -0.36
H: 1.882 -10.152 4.827  0.34
H: 0.911 -10.877 3.717  0.17
H: 4.574 -11.023 3.312  0.46
H: 4.601 -9.255 3.563  -0.55
H: 4.684 -9.857 2.075  0.49
H: 2.324 -8.834 2.764  -0.87
H: 2.616 -9.969 0.678  0.44
H: 1.092 -9.814 1.238  -0.10
H: 1.323 -13.118 -0.132  0.09
H: 1.799 -11.598 -0.840  0.11
H: 0.235 -11.834 0.074  0.22
C: 3.825 -14.315 -3.026  -1.15
C: 5.379 -14.144 -2.977  0.14
C: 6.011 -14.805 -4.240  -0.77
O: 5.483 -14.057 -5.277  -0.27
C: 6.216 -14.384 -6.447  -0.86
N: 5.727 -12.661 -2.821  -0.05
H: 5.314 -12.259 -1.992  0.18
H: 6.710 -12.488 -2.666  0.38
H: 5.394 -12.104 -3.595  0.25
H: 3.344 -14.148 -2.063  0.20
H: 3.565 -15.361 -3.187  0.44
H: 3.293 -13.738 -3.782  0.34
H: 5.789 -14.708 -2.139  0.37
H: 5.777 -15.863 -4.128  0.42
H: 7.080 -14.626 -4.121  0.42
H: 7.101 -13.748 -6.441  0.33
H: 5.614 -14.138 -7.322  0.25
H: 6.443 -15.448 -6.523  0.35
C: 11.228 -9.493 7.249  -1.57
C: 9.956 -9.596 6.389  0.40
C: 8.863 -8.535 6.746  -1.17
O: 7.753 -8.632 5.888  0.18
C: 6.789 -9.648 6.229  -0.42
N: 10.374 -9.449 4.894  0.06
H: 10.801 -8.535 4.843  0.37
H: 11.077 -10.163 4.766  0.44
H: 9.672 -9.580 4.179  0.03
H: 10.925 -9.800 8.250  0.40
H: 11.505 -8.462 7.467  0.38
H: 12.077 -10.157 7.087  0.43
H: 9.616 -10.619 6.552  0.26
H: 9.258 -7.519 6.739  0.40
H: 8.621 -8.635 7.804  0.48
H: 6.328 -9.504 7.207  0.44
H: 7.220 -10.648 6.277  0.36
H: 6.034 -9.669 5.443  -0.55
As: 2.720 -7.611 6.879  2.02
F: 1.057 -6.923 6.804  -0.51
F: 2.456 -7.719 8.648  -0.49
F: 4.341 -8.355 7.129  -0.41
F: 2.978 -7.407 5.085  -0.45
F: 3.376 -5.923 7.075  -0.53
F: 2.149 -9.341 6.652  -0.59
As: -2.703 -10.844 2.970  1.99
F: -2.410 -9.081 3.414  -0.53
F: -2.743 -10.335 1.185  -0.51
F: -3.007 -12.583 2.537  -0.49
F: -2.679 -11.339 4.698  -0.49
F: -4.455 -10.598 3.084  -0.48
F: -0.926 -11.133 2.899  -0.61
As: 8.693 -10.763 1.877  2.01
F: 6.959 -10.640 1.335  -0.53
F: 8.207 -11.153 3.602  -0.50
F: 10.390 -10.893 2.266  -0.50
F: 9.139 -10.455 0.205  -0.50
F: 8.793 -9.034 2.270  -0.45
F: 8.618 -12.550 1.598  -0.54
As: 3.942 -13.087 5.986  1.94
F: 5.414 -13.190 4.909  -0.50
F: 2.893 -13.261 4.512  -0.76
F: 2.418 -12.871 6.896  -0.49
F: 5.026 -13.029 7.410  -0.48
F: 3.907 -11.326 5.712  -0.32
F: 3.782 -14.906 6.020  -0.51
As: 3.693 -9.546 -3.443  1.98
F: 4.630 -10.153 -2.056  -0.41
F: 2.709 -11.056 -3.381  -0.45
F: 2.696 -8.889 -4.771  -0.48
F: 4.680 -8.024 -3.653  -0.48
F: 4.853 -10.396 -4.468  -0.57
F: 2.557 -8.762 -2.295  -0.35

E_HOMO ... -0.444 Eh
Net charge ... +1
Lowest unoccupied orbital energy ... -1.98 eV
Energy relative to the best compared isomer or geometry (same formula, charge and spin) ... 6.370 eV
2S+1 ... 1

Number 1: orbital gap 4.62 eV. Number 2: orbital gap 10.10 eV.